one.
A single C4H9NO4 molecule, computed with the ωB97M-V functional and the def2-TZVPD basis.

ORCA input file:
```
! wB97M-V def2-TZVPD RIJCOSX def2/J DEFGRID3
* xyz 0 1
C -1.721 0.695 0.885
C -1.112 0.267 -0.412
O -1.683 0.266 -1.479
C 0.274 -0.420 -0.332
C 0.324 -1.587 0.648
O 0.652 -0.830 -1.613
N 1.175 0.633 0.177
O 0.730 1.828 -0.589
O 2.467 0.344 -0.158
H -2.500 1.429 0.695
H -0.958 1.094 1.549
H -2.174 -0.173 1.362
H 0.147 -1.240 1.660
H -0.428 -2.320 0.368
H 1.310 -2.042 0.597
H -0.013 -0.461 -2.227
H 1.042 2.587 -0.079
H 2.467 -0.071 -1.051
*
```

* structure (SMILES): CC(=O)[C@@](C)(O)N(O)O
* HOMO energy: -10.06 eV
* HOMO-LUMO gap: 0.3987 Ha



two.
A single C4H9NO4 molecule, computed with the ωB97M-V functional and the def2-TZVPD basis.

ORCA input file:
```
! wB97M-V def2-TZVPD RIJCOSX def2/J DEFGRID3
* xyz 0 1
C -1.417 1.568 -0.682
C -0.311 0.641 -1.143
O 0.593 1.117 -2.011
N 0.788 0.461 0.055
O 0.599 1.062 1.329
C 1.343 -0.893 0.170
C 0.434 -1.940 0.787
O 0.695 -3.109 0.825
O -0.707 -1.413 1.312
H -2.055 1.766 -1.545
H -2.029 1.121 0.106
H -0.999 2.513 -0.337
H -0.702 -0.370 -1.353
H 1.305 1.095 -0.830
H -0.167 0.599 1.708
H 2.258 -0.855 0.762
H 1.601 -1.222 -0.837
H -1.231 -2.141 1.683
*
```

* structure (SMILES): C[C@@H]([O-])[N@@H+](O)CC(=O)O
* HOMO energy: -9.11 eV
* HOMO-LUMO gap: 0.3428 Ha



three.
A 2-piece molecular cluster, C4H9NO4 overall, computed with the ωB97M-V functional and the def2-TZVPD basis.

ORCA input file:
```
! wB97M-V def2-TZVPD RIJCOSX def2/J DEFGRID3
* xyz 0 1
C 1.947 -0.173 -0.638
C 0.663 0.544 -0.321
N 0.003 1.155 -1.376
C 0.130 0.547 0.935
O -0.914 1.398 1.215
O 0.773 -0.024 1.994
H 1.914 -0.596 -1.647
H 2.139 -1.001 0.051
H 2.783 0.532 -0.587
H -0.662 1.848 -1.021
H 0.647 1.565 -2.051
H -0.929 1.464 2.186
H 0.194 -0.772 2.253
O -2.196 -1.939 1.214
C -1.931 -1.303 0.205
O -1.102 -1.770 -0.795
H -2.462 -0.397 -0.132
H -0.997 -1.078 -1.485
*
```

* structure (SMILES): CC(N)=C(O)O.O=CO
* HOMO energy: -7.72 eV
* HOMO-LUMO gap: 0.3075 Ha



four.
A single C4H9NO4 molecule, computed with the ωB97M-V functional and the def2-TZVPD basis.

ORCA input file:
```
! wB97M-V def2-TZVPD RIJCOSX def2/J DEFGRID3
* xyz 0 1
C -1.960 -0.276 0.162
C -0.517 -0.671 -0.071
O -0.383 -1.494 -1.202
O 0.124 -1.214 1.058
N 1.370 -0.282 0.829
O 2.396 -0.970 0.218
C 0.579 0.473 -0.198
C 0.216 1.834 0.363
O 1.160 0.611 -1.429
H -2.348 0.230 -0.719
H -2.043 0.369 1.031
H -2.541 -1.180 0.345
H -0.686 -2.379 -0.963
H 2.970 -1.267 0.939
H -0.098 1.744 1.398
H -0.577 2.269 -0.237
H 1.095 2.472 0.307
H 1.243 -0.268 -1.830
*
```

* structure (SMILES): C[C@]1(O)ON(O)[C@@]1(C)O
* HOMO energy: -9.26 eV
* HOMO-LUMO gap: 0.3690 Ha



Q: Which of them is the most stable? A: three.



one.
C2H3BrO2 as an isolated structure, computed with the ωB97M-V functional and the def2-TZVPD basis.

ORCA input file:
```
! wB97M-V def2-TZVPD RIJCOSX def2/J DEFGRID3
* xyz 0 1
C -0.468 -0.409 -0.397
C 0.186 0.668 0.372
O -0.650 -1.627 0.192
O -1.735 -0.756 -0.001
Br 2.632 0.314 -0.109
H -0.283 -0.420 -1.472
H 0.193 0.566 1.447
H 0.125 1.664 -0.031
*
```

* HOMO energy: -10.41 eV
* HOMO-LUMO gap: 0.3196 Ha



two.
A 2-piece molecular cluster, C2H3BrO2 overall, computed with the ωB97M-V functional and the def2-TZVPD basis.

ORCA input file:
```
! wB97M-V def2-TZVPD RIJCOSX def2/J DEFGRID3
* xyz 0 1
C 0.613 -0.113 -0.135
C -0.792 0.263 0.333
O 1.171 0.025 -1.363
O 1.591 0.823 -0.258
Br -1.939 -1.041 -0.761
H 1.445 -1.228 0.651
H -1.171 1.232 0.125
H -0.918 0.039 1.407
*
```

* HOMO energy: -10.65 eV
* HOMO-LUMO gap: 0.3981 Ha



three.
A single C2H3BrO2 molecule, computed with the ωB97M-V functional and the def2-TZVPD basis.

ORCA input file:
```
! wB97M-V def2-TZVPD RIJCOSX def2/J DEFGRID3
* xyz 0 1
O 0.258 -1.457 0.734
C -0.386 -0.208 0.041
Br -2.193 0.204 0.303
C 0.460 0.945 -0.194
O 0.174 0.057 -1.196
H 0.186 -2.356 0.390
H 0.033 1.913 -0.415
H 1.467 0.903 0.337
*
```

* structure (SMILES): O[C@@]1(Br)CO1
* HOMO energy: -10.40 eV
* HOMO-LUMO gap: 0.4063 Ha



four.
A single C2H3BrO2 molecule, computed with the ωB97M-V functional and the def2-TZVPD basis.

ORCA input file:
```
! wB97M-V def2-TZVPD RIJCOSX def2/J DEFGRID3
* xyz 0 1
C 0.136 -0.838 -0.553
C -0.301 0.149 0.551
O 1.142 -0.167 -1.087
O -1.065 1.101 0.274
Br 1.014 0.344 1.868
H 0.574 -1.797 -0.095
H -0.618 -0.829 -1.255
H -0.882 2.037 0.297
*
```

* HOMO energy (spin up / spin down): -8.83 / -8.69 eV
* HOMO-LUMO gap (spin up / spin down): 0.2930 / 0.2845 Ha



Q: Which of them is the most stable? A: three.



one.
C2H3BrO2 as an isolated structure, computed with the ωB97M-V functional and the def2-TZVPD basis.

ORCA input file:
```
! wB97M-V def2-TZVPD RIJCOSX def2/J DEFGRID3
* xyz 0 1
C 0.345 -0.834 0.433
C -0.143 0.467 -0.225
O 0.192 -1.980 -0.251
O 1.527 -1.409 -0.030
Br -2.543 -0.290 -0.149
H 0.089 -0.829 1.534
H -0.294 0.341 -1.409
H -0.165 1.429 0.218
*
```

* HOMO energy: -10.30 eV
* HOMO-LUMO gap: 0.3139 Ha



two.
A 2-piece molecular cluster, C2H3BrO2 overall, computed with the ωB97M-V functional and the def2-TZVPD basis.

ORCA input file:
```
! wB97M-V def2-TZVPD RIJCOSX def2/J DEFGRID3
* xyz 0 1
C -0.501 -1.028 0.320
C 0.723 -0.288 -0.022
O 0.060 -0.782 -1.005
O -0.225 2.507 -0.073
Br 2.469 0.049 0.324
H -0.353 -1.988 0.753
H -1.346 -0.534 0.463
H -0.826 2.064 -0.760
*
```

* HOMO energy (spin up / spin down): -7.91 / -7.92 eV
* HOMO-LUMO gap (spin up / spin down): 0.2260 / 0.2266 Ha



Q: Which of them is the most stable? A: one.



one.
A single C6H13NO molecule, computed with the ωB97M-V functional and the def2-TZVPD basis.

ORCA input file:
```
! wB97M-V def2-TZVPD RIJCOSX def2/J DEFGRID3
* xyz 0 1
C 1.779 -1.739 0.993
C 1.108 -0.370 0.876
C 0.455 -0.034 2.246
C 0.199 -0.254 -0.343
C -1.150 -1.005 -0.097
N -0.046 1.165 -0.549
C -0.869 1.653 -1.512
O -1.550 0.983 -2.257
H 2.106 -1.898 2.022
H 1.043 -2.506 0.734
H 2.681 -1.969 0.422
H 1.917 0.356 0.759
H -0.096 -0.926 2.552
H -0.291 0.763 2.241
H 1.299 0.261 2.862
H 0.629 -0.703 -1.240
H -1.586 -1.217 -1.056
H -0.947 -1.874 0.522
H -1.795 -0.299 0.427
H 0.491 1.848 -0.076
H -0.915 2.758 -1.499
*
```

* structure (SMILES): CC(C)[C@@H](C)NC=O
* HOMO energy: -9.75 eV
* HOMO-LUMO gap: 0.3898 Ha



two.
A 2-piece molecular cluster, C6H13NO overall, computed with the ωB97M-V functional and the def2-TZVPD basis.

ORCA input file:
```
! wB97M-V def2-TZVPD RIJCOSX def2/J DEFGRID3
* xyz 0 1
C 1.357 0.725 -0.017
C 2.712 0.541 0.775
C 0.734 -0.426 -0.465
N -0.280 -0.362 -1.460
C -1.467 0.405 -1.071
C -1.885 0.135 0.411
C -1.747 -1.366 0.821
O 1.280 -1.519 -0.134
H 1.530 1.598 -0.589
H 1.838 2.361 -0.904
H 2.897 1.436 1.278
H 3.642 0.307 0.304
H 2.644 -0.345 1.456
H -0.480 -1.293 -1.732
H -2.267 0.157 -1.773
H -1.210 1.475 -1.220
H -2.836 0.654 0.591
H -1.062 0.658 0.947
H -2.619 -1.831 0.443
H -0.929 -1.983 0.466
H -1.851 -1.327 1.872
*
```

* HOMO energy: -8.11 eV
* HOMO-LUMO gap: 0.2226 Ha



three.
A 2-piece molecular cluster, C6H13NO overall, computed with the ωB97M-V functional and the def2-TZVPD basis.

ORCA input file:
```
! wB97M-V def2-TZVPD RIJCOSX def2/J DEFGRID3
* xyz 0 1
C 1.242 -1.180 -3.615
C 0.494 -0.917 -2.500
C 0.716 -1.504 -1.118
O 0.978 -0.381 -0.195
H 0.889 -0.875 -4.575
H 2.188 -1.701 -3.661
H -0.408 -0.292 -2.493
H -0.199 -2.071 -0.771
H 1.535 -2.213 -1.134
H 1.559 -0.650 0.510
C -1.613 -0.279 3.056
C -1.084 0.812 2.511
N -1.035 1.076 1.126
C -0.225 2.245 0.743
H -2.173 -1.072 2.514
H -1.382 -0.471 4.080
H -0.676 1.626 3.110
H -0.783 0.267 0.569
H -0.135 2.269 -0.351
H -0.667 3.195 1.062
H 0.778 2.114 1.132
*
```

* structure (SMILES): C=CCO.C=CNC
* HOMO energy: -7.74 eV
* HOMO-LUMO gap: 0.3122 Ha



four.
A 2-piece molecular cluster, C6H13NO overall, computed with the ωB97M-V functional and the def2-TZVPD basis.

ORCA input file:
```
! wB97M-V def2-TZVPD RIJCOSX def2/J DEFGRID3
* xyz 0 1
C 1.763 -0.477 1.171
C 0.798 0.280 0.267
N 0.947 0.047 -1.142
C 0.829 1.795 0.506
O -0.060 2.467 -0.354
H 2.790 -0.165 0.985
H 1.539 -0.284 2.219
H 1.699 -1.548 0.984
H -0.256 -0.060 0.509
H 0.356 -0.744 -1.439
H 1.909 -0.156 -1.387
H 0.523 2.029 1.527
H 1.859 2.158 0.364
H 0.059 2.073 -1.231
C -1.760 -2.223 -1.722
C -1.765 -1.281 -0.970
C -2.246 -0.359 0.313
H -1.597 -3.021 -2.390
H -1.902 0.624 0.632
H -3.257 -0.076 0.032
H -2.228 -1.080 1.123
*
```

* structure (SMILES): C[C@H](N)CO.C#CC
* HOMO energy: -9.35 eV
* HOMO-LUMO gap: 0.3743 Ha



Q: Which of them is the most stable? A: one.



one.
A single C5H12N4 molecule, computed with the ωB97M-V functional and the def2-TZVPD basis.

ORCA input file:
```
! wB97M-V def2-TZVPD RIJCOSX def2/J DEFGRID3
* xyz 0 1
H 2.081 -1.990 -0.495
N 2.735 -1.377 -0.953
C 2.502 -0.138 -1.234
N 1.486 0.644 -0.854
N 0.686 0.332 0.183
C -0.737 0.294 0.136
C -1.435 1.046 1.172
C -1.300 0.357 2.550
N -1.430 -0.365 -0.727
C -0.775 -1.135 -1.757
H 3.224 0.359 -1.814
H 1.354 1.476 -1.436
H 0.961 0.889 1.005
H -2.487 1.050 0.687
H -0.957 2.026 1.147
H -2.018 -0.462 2.669
H -1.626 1.202 3.291
H -0.313 -0.056 2.697
H 0.171 -1.690 -1.431
H -1.578 -1.784 -2.207
H -0.543 -0.678 -2.630
*
```

* structure (SMILES): [H]/N=C\NN/C(CC)=N\C
* HOMO energy: -9.06 eV
* HOMO-LUMO gap: 0.3590 Ha



two.
A 2-piece molecular cluster, C5H12N4 overall, computed with the ωB97M-V functional and the def2-TZVPD basis.

ORCA input file:
```
! wB97M-V def2-TZVPD RIJCOSX def2/J DEFGRID3
* xyz 0 1
H 3.245 -1.775 0.699
N 3.080 -0.922 0.167
C 2.173 -0.180 0.636
C 1.243 -0.423 1.785
C 1.877 1.053 -0.059
N 1.834 2.160 -0.388
H 1.311 0.401 2.495
H 0.220 -0.404 1.389
H 1.473 -1.371 2.269
C -1.600 1.350 -0.296
N -1.035 0.011 -0.411
C -0.665 -0.280 -1.791
N -2.124 -1.005 -0.028
H -1.883 1.524 0.742
H -2.459 1.501 -0.958
H -0.834 2.076 -0.563
H -0.249 -1.286 -1.837
H 0.113 0.419 -2.095
H -1.507 -0.181 -2.483
H -1.736 -1.937 -0.161
H -2.479 -0.731 0.886
*
```

* structure (SMILES): [H]/N=C(\C)C#N.CN(C)N
* HOMO energy: -8.38 eV
* HOMO-LUMO gap: 0.3251 Ha



Q: Which of them is the most stable? A: two.



one.
A 8-piece molecular cluster, C8H32O8 overall, computed with the ωB97M-V functional and the def2-TZVPD basis.

ORCA input file:
```
! wB97M-V def2-TZVPD RIJCOSX def2/J DEFGRID3
* xyz 0 1
C -3.300 -1.985 -2.945
O -2.018 -2.615 -2.804
H -3.971 -2.583 -3.562
H -3.610 -1.912 -1.902
H -3.236 -0.977 -3.354
H -1.631 -2.572 -3.681
C 2.451 2.491 -2.975
O 1.097 2.733 -2.749
H 2.768 2.860 -3.951
H 3.054 3.007 -2.227
H 2.494 1.404 -2.905
H 0.860 3.478 -3.307
C 0.327 -3.976 -0.505
O -0.721 -4.610 -1.196
H -0.030 -3.164 0.128
H 0.851 -4.721 0.095
H 1.044 -3.592 -1.231
H -1.202 -3.900 -1.628
C 3.005 -1.109 2.077
O 2.490 -0.193 1.239
H 2.789 -2.047 1.565
H 4.086 -1.059 2.206
H 2.449 -1.240 3.005
H 3.202 0.289 0.813
C -3.287 1.624 1.186
O -3.110 0.576 0.213
H -3.141 1.244 2.197
H -2.542 2.400 1.012
H -4.298 2.007 1.327
H -2.169 0.394 0.261
C -0.708 -0.524 3.926
O 0.003 -0.558 5.166
H -0.041 -0.112 3.168
H -1.026 -1.527 3.639
H -1.624 0.057 4.031
H 0.484 -1.384 5.251
C 0.016 -0.119 -0.813
O -0.300 0.437 0.490
H 0.468 -1.107 -0.726
H -0.829 -0.264 -1.486
H 0.739 0.537 -1.298
H 0.474 0.218 1.014
C 1.368 3.637 0.536
O 0.837 4.429 -0.484
H 1.124 2.586 0.386
H 2.457 3.662 0.503
H 1.028 3.970 1.517
H 0.829 3.810 -1.218
*
```

* structure (SMILES): CO.CO.CO.CO.CO.CO.CO.CO
* HOMO energy: -9.66 eV
* HOMO-LUMO gap: 0.3647 Ha



two.
A 8-piece molecular cluster, C8H32O8 overall, computed with the ωB97M-V functional and the def2-TZVPD basis.

ORCA input file:
```
! wB97M-V def2-TZVPD RIJCOSX def2/J DEFGRID3
* xyz 0 1
C 6.471 3.383 1.664
O 6.759 3.314 0.322
H 6.617 4.372 2.100
H 5.456 2.991 1.716
H 7.048 2.654 2.233
H 6.025 3.544 -0.252
C -4.548 1.773 5.948
O -4.503 3.112 6.387
H -3.915 1.385 5.150
H -4.458 1.115 6.813
H -5.570 1.747 5.569
H -5.135 3.171 7.108
C 1.093 3.647 -3.838
O 2.124 4.441 -3.406
H 1.207 2.693 -3.322
H 0.214 4.148 -3.434
H 1.129 3.533 -4.921
H 2.940 3.986 -3.625
C 0.607 0.261 1.668
O 0.347 -0.087 0.323
H 1.444 -0.353 1.999
H 0.919 1.298 1.794
H -0.256 0.067 2.305
H 0.599 -1.013 0.300
C -4.341 -0.715 -2.596
O -5.722 -0.247 -2.494
H -3.781 0.119 -3.018
H -3.919 -0.821 -1.596
H -4.220 -1.607 -3.211
H -6.334 -0.960 -2.690
C -5.450 -3.250 2.185
O -4.390 -2.975 2.949
H -6.241 -2.501 2.216
H -5.095 -3.499 1.185
H -5.854 -4.162 2.625
H -4.621 -3.078 3.875
C 1.061 -5.932 -0.764
O 1.774 -4.754 -0.440
H 0.634 -5.852 -1.764
H 1.533 -6.880 -0.507
H 0.101 -5.866 -0.252
H 2.611 -4.665 -0.902
C 4.812 0.175 -4.006
O 5.343 1.420 -4.352
H 4.510 -0.310 -4.934
H 5.519 -0.475 -3.491
H 3.968 0.201 -3.317
H 5.488 1.452 -5.301
*
```

* structure (SMILES): CO.CO.CO.CO.CO.CO.CO.CO
* HOMO energy: -10.05 eV
* HOMO-LUMO gap: 0.3818 Ha



Q: Which of them is the most stable? A: one.



one.
A 8-piece molecular cluster, C8H32O8 overall, computed with the ωB97M-V functional and the def2-TZVPD basis.

ORCA input file:
```
! wB97M-V def2-TZVPD RIJCOSX def2/J DEFGRID3
* xyz 0 1
C 2.179 1.237 4.042
O 0.909 1.797 3.744
H 2.032 0.171 4.214
H 2.970 1.174 3.294
H 2.533 1.664 4.981
H 0.511 1.267 3.050
C -0.485 -0.343 -0.328
O -0.761 -0.961 0.894
H -0.810 -0.909 -1.201
H -1.129 0.530 -0.434
H 0.546 0.000 -0.412
H -0.109 -1.662 0.963
C 4.163 1.098 -4.843
O 4.956 2.302 -4.799
H 3.149 1.128 -4.445
H 4.130 0.944 -5.921
H 4.755 0.350 -4.315
H 4.454 3.040 -5.151
C -1.670 2.639 -6.621
O -1.074 3.910 -6.792
H -1.204 1.858 -7.222
H -1.563 2.135 -5.661
H -2.700 2.679 -6.974
H -1.205 4.446 -6.006
C -5.929 -1.658 3.200
O -5.582 -1.846 1.822
H -6.375 -2.528 3.681
H -5.032 -1.265 3.681
H -6.669 -0.860 3.265
H -4.655 -2.057 1.692
C 2.206 -5.217 -0.211
O 1.917 -4.889 1.095
H 3.254 -5.488 -0.337
H 1.549 -5.926 -0.714
H 2.252 -4.313 -0.818
H 2.770 -4.770 1.518
C -2.154 6.453 -1.829
O -1.499 6.768 -3.033
H -2.543 5.435 -1.819
H -1.598 6.794 -0.956
H -2.963 7.184 -1.853
H -1.409 7.710 -3.193
C 1.351 -5.132 7.109
O 0.738 -4.457 6.058
H 0.812 -6.050 7.340
H 2.389 -5.437 6.977
H 1.279 -4.471 7.973
H 1.318 -4.476 5.294
*
```

* structure (SMILES): CO.CO.CO.CO.CO.CO.CO.CO
* HOMO energy: -10.25 eV
* HOMO-LUMO gap: 0.3800 Ha



two.
A 8-piece molecular cluster, C8H32O8 overall, computed with the ωB97M-V functional and the def2-TZVPD basis.

ORCA input file:
```
! wB97M-V def2-TZVPD RIJCOSX def2/J DEFGRID3
* xyz 0 1
C 3.923 0.727 0.027
O 4.342 0.142 1.240
H 4.645 0.676 -0.788
H 3.063 0.190 -0.374
H 3.588 1.746 0.221
H 5.120 0.631 1.514
C -1.838 3.309 -0.634
O -1.045 4.496 -0.730
H -1.745 2.731 -1.553
H -1.618 2.745 0.272
H -2.896 3.486 -0.438
H -1.582 5.266 -0.931
C 0.086 -4.065 0.901
O 0.215 -4.010 -0.507
H -0.220 -5.079 1.158
H 1.076 -3.876 1.317
H -0.613 -3.343 1.324
H 0.846 -4.688 -0.761
C -0.384 -0.197 0.118
O -0.566 -1.283 -0.820
H 0.639 0.178 0.128
H -1.115 0.569 -0.141
H -0.653 -0.598 1.095
H -0.221 -2.058 -0.372
C -2.466 -0.629 -3.715
O -2.654 -1.700 -2.797
H -3.305 -0.515 -4.403
H -2.200 0.319 -3.249
H -1.644 -0.802 -4.410
H -1.900 -1.719 -2.204
C 1.110 0.865 -3.489
O 0.566 1.950 -4.219
H 0.369 0.209 -3.031
H 1.690 0.153 -4.076
H 1.716 1.241 -2.664
H 1.336 2.499 -4.385
C -1.917 -3.076 4.092
O -1.499 -1.835 3.530
H -2.326 -3.793 3.380
H -1.039 -3.532 4.549
H -2.629 -2.936 4.905
H -2.256 -1.363 3.175
C 0.993 2.600 2.674
O 0.436 3.284 3.807
H 1.745 1.839 2.881
H 0.229 2.025 2.152
H 1.463 3.383 2.079
H 1.137 3.839 4.156
*
```

* structure (SMILES): CO.CO.CO.CO.CO.CO.CO.CO
* HOMO energy: -9.46 eV
* HOMO-LUMO gap: 0.3678 Ha



Q: Which of them is the most stable? A: two.